226
Properties=species:S:1:pos:R:3:forces:R:3 method="wB97M-V/def2-TZVPD" e_lumo_ha=0.019 spin_multiplicity=1 orbital_gap_ev=8.9 smiles=CC1(C)CCCC(C)(C)N1O.CC1(C)CCCC(C)(C)N1O.CC1(C)CCCC(C)(C)N1O.COC[C@H](C)N.COC[C@H](C)N.COC[C@H](C)N.COC[C@H](C)N.COC[C@H](C)N.COC[C@H](C)N.COC[C@H](C)N.COC[C@H](C)N e_above_lowest_kj_mol=87.5 homo_energy_ha=-0.30798
C 0.21813 -5.88602 -1.36755 0.376 -1.985 0.628
C -1.22515 -5.71085 -1.70928 -2.215 -0.198 -1.050
C -1.43250 -6.01427 -3.26697 -0.701 0.069 0.604
C -2.09196 -6.65705 -0.81572 -0.109 0.655 1.505
C -3.54684 -6.18485 -0.59722 0.263 -1.678 -1.191
C -3.68710 -4.75404 -0.27479 0.146 -0.217 0.414
C -2.99573 -3.85979 -1.26686 -1.337 -0.452 -0.184
C -3.81006 -3.96380 -2.58428 -0.835 0.423 1.265
C -2.97905 -2.40776 -0.66096 0.347 0.097 -1.843
N -1.63387 -4.33650 -1.35419 1.471 0.985 0.206
O -0.85032 -3.36438 -2.08499 -0.614 -0.501 -0.294
H 0.47137 -7.00196 -1.46917 -0.146 1.585 -0.118
H 0.82614 -5.27548 -2.00861 0.540 0.160 -0.165
H 0.37121 -5.65705 -0.30647 0.107 0.234 -0.251
H -1.01844 -5.17583 -3.84205 -0.278 -0.029 0.111
H -0.81402 -6.86969 -3.55736 -0.328 -0.121 0.125
H -2.52196 -6.17963 -3.57049 1.622 0.126 0.484
H -2.03640 -7.69162 -1.17840 -0.009 0.275 0.029
H -1.71606 -6.63815 0.25025 0.375 -0.116 -1.149
H -4.12293 -6.40088 -1.48820 -0.301 -0.177 -0.364
H -4.04552 -6.72583 0.20729 0.281 -0.437 0.001
H -3.16827 -4.61097 0.64520 0.008 0.422 1.217
H -4.76913 -4.63878 -0.17002 0.170 0.951 0.058
H -3.39239 -3.29899 -3.27052 0.789 0.868 -1.560
H -4.74988 -3.49111 -2.29091 -0.279 -0.238 -0.282
H -4.04125 -4.91607 -3.08918 0.448 0.263 0.727
H -3.89691 -2.05021 -0.19904 -0.138 -0.654 0.175
H -2.79453 -1.65062 -1.45072 0.154 -0.368 0.194
H -2.14565 -2.35407 0.02310 0.032 -0.034 0.350
H -1.33308 -3.15434 -2.91929 0.283 -0.306 0.491
C 6.49910 -2.66469 3.88926 0.259 0.285 -0.230
C 6.71215 -1.74486 5.12246 -0.366 0.230 -0.510
C 7.33982 -2.60516 6.18375 0.758 1.134 1.442
C 7.64223 -0.53103 4.84021 -0.444 0.807 -0.111
C 6.97902 0.55290 3.91844 -1.082 -0.975 1.482
C 5.68642 1.07205 4.69133 2.086 -0.554 0.092
C 4.73108 -0.11650 5.08620 0.588 1.335 -0.319
C 3.73489 0.50071 6.08335 -1.416 0.162 -3.018
C 4.06142 -0.55429 3.79688 -1.562 0.852 0.441
N 5.45255 -1.22949 5.72870 0.065 -0.223 -0.363
O 4.53179 -2.30767 5.87207 -0.235 -0.380 0.411
H 7.48006 -3.11395 3.72721 -0.131 -0.140 -0.305
H 5.77675 -3.50750 4.01727 0.577 0.693 0.088
H 6.23229 -2.09995 2.99517 -0.020 -0.190 -0.027
H 7.84870 -1.86459 6.89801 -0.784 -1.509 -0.497
H 6.52744 -3.16604 6.63943 0.274 -0.040 0.443
H 8.07697 -3.30419 5.79859 0.162 0.072 -0.083
H 7.82032 0.01762 5.79551 -0.166 -0.637 -0.338
H 8.64754 -0.88749 4.53578 -0.626 0.141 -0.240
H 7.66968 1.33827 3.68051 0.330 0.578 0.077
H 6.65816 0.13406 2.98325 -0.048 -0.332 -0.625
H 5.17128 1.83934 4.08875 -0.071 -0.565 0.274
H 6.09254 1.59491 5.59329 -0.554 -0.428 -0.402
H 3.30507 1.39795 5.51566 0.315 -1.054 0.882
H 4.20929 0.87736 6.94338 0.467 0.049 1.267
H 2.91138 -0.21405 6.22462 0.271 0.338 0.561
H 3.39062 -1.40015 3.91852 0.051 -0.247 0.106
H 4.79090 -0.76646 3.05930 0.384 -0.128 -0.909
H 3.39647 0.26142 3.45916 0.424 -0.237 -0.143
H 4.40720 -2.83320 5.04454 0.403 0.973 0.449
C -5.47367 0.79447 -2.90255 0.232 0.933 -1.216
C -5.42468 0.05159 -4.29058 1.954 0.910 0.188
C -5.42446 -1.42041 -3.94236 -1.583 -1.852 -0.654
C -6.54501 0.39380 -5.23249 -1.441 0.985 -0.085
C -6.42142 1.79679 -5.91614 1.255 -0.350 1.481
C -5.07970 1.91760 -6.65411 0.744 0.741 2.089
C -3.82091 1.60063 -5.78890 -1.551 0.211 1.967
C -2.55412 1.44340 -6.59524 0.328 -0.751 -0.727
C -3.56677 2.75082 -4.77523 -0.487 0.659 -0.776
N -4.14265 0.31574 -5.08855 0.134 -1.053 0.292
O -3.05174 -0.02099 -4.21598 0.186 0.117 -0.247
H -5.92432 0.20043 -2.12296 -0.626 -0.095 0.071
H -4.45273 0.91205 -2.58337 0.551 0.140 0.126
H -5.90789 1.82125 -2.96083 0.079 -0.830 0.075
H -4.58143 -1.84850 -3.41397 0.075 0.977 0.282
H -6.35328 -1.64727 -3.33014 0.975 0.229 -0.643
H -5.48745 -2.10414 -4.83951 -0.158 0.890 0.515
H -6.67161 -0.41316 -5.97132 0.005 0.306 0.172
H -7.44235 0.47003 -4.58715 0.057 -0.450 -0.514
H -7.17670 1.98653 -6.64557 -0.870 -0.157 -0.345
H -6.56874 2.55600 -5.10086 0.393 -0.418 -0.806
H -4.92107 2.90462 -7.05390 -0.106 0.570 -0.227
H -5.08599 1.25944 -7.45781 -0.037 -1.373 -1.610
H -2.52908 2.12249 -7.44617 -0.324 -0.087 -0.259
H -2.38700 0.40269 -6.92613 -0.363 0.421 -0.140
H -1.65758 1.69842 -6.05974 0.261 0.086 0.713
H -3.28402 3.63640 -5.35437 0.437 -0.083 -0.034
H -2.77184 2.50584 -4.07904 0.016 -0.082 0.102
H -4.44950 3.12979 -4.25281 -0.067 -0.595 0.178
H -2.59025 -0.78263 -4.62302 -0.462 0.292 0.070
C -2.67451 -2.71981 -6.31696 0.034 -0.173 -0.691
O -1.83050 -2.56130 -5.18963 0.334 1.154 0.597
C -0.45261 -2.67308 -5.50799 1.825 0.920 -1.168
C 0.53248 -1.84463 -4.61210 -0.918 0.070 0.374
C 0.20202 -0.37138 -4.73032 -0.541 -1.036 -0.433
N 1.93915 -2.08422 -4.83419 0.195 -0.993 -1.877
H -2.44922 -3.73584 -6.70996 -0.950 0.367 0.077
H -2.41317 -2.02019 -7.13118 0.152 -0.042 0.332
H -3.73425 -2.46092 -6.05363 1.048 -0.790 0.007
H -0.18668 -3.72480 -5.55554 0.168 -0.389 0.258
H -0.20235 -2.26359 -6.52536 -0.732 -0.343 0.423
H 0.39540 -2.09799 -3.59837 -0.843 -0.477 1.334
H 0.19280 -0.13387 -5.77069 -0.407 0.339 -1.001
H 0.91734 0.30788 -4.33560 0.666 0.274 0.976
H -0.77657 -0.27057 -4.28368 -0.107 0.758 0.033
H 2.10766 -3.07396 -5.06814 0.101 0.697 0.431
H 2.40956 -1.83665 -3.98083 0.260 -0.176 0.322
C 2.83401 2.51705 -3.72054 -1.096 -1.613 1.274
O 3.71284 3.43628 -3.19406 0.797 0.767 0.095
C 3.88946 4.57678 -4.03251 -0.905 -0.457 0.998
C 5.03798 5.41378 -3.44363 -0.889 -1.321 -1.637
C 4.62772 6.40561 -2.38260 0.844 -0.317 0.049
N 5.52518 6.10225 -4.66309 0.284 -1.312 -0.340
H 3.06724 2.30447 -4.76173 -0.042 -0.276 -0.223
H 1.77034 2.86489 -3.63978 0.591 -0.203 -0.182
H 2.93148 1.56896 -3.07035 -0.238 1.333 -1.292
H 4.08093 4.27406 -5.06358 0.486 -0.272 -0.052
H 2.90221 5.08251 -4.11764 0.545 0.353 0.314
H 5.75185 4.67168 -2.97825 -0.465 0.713 -0.536
H 5.59445 6.73435 -2.01501 0.073 0.946 0.163
H 4.25148 5.87175 -1.50568 -0.636 0.164 -0.285
H 4.00485 7.22999 -2.77331 0.227 -0.488 0.398
H 6.00226 5.43774 -5.32222 -0.819 0.658 0.971
H 6.24374 6.70491 -4.37618 1.214 1.328 0.273
C 5.95416 -0.47579 -0.30576 0.211 -0.622 1.411
O 4.67516 -0.00024 0.07047 -1.887 -0.966 -0.333
C 3.61453 -0.30460 -0.94609 0.975 0.671 0.205
C 2.46511 -1.23221 -0.47792 1.132 0.696 1.325
C 3.07336 -2.58781 -0.08022 -0.159 0.502 1.187
N 1.47460 -1.45043 -1.53350 -0.532 1.071 0.228
H 6.63361 -0.37350 0.59633 -0.732 0.104 -1.030
H 6.27233 0.15862 -1.10245 0.854 0.216 -0.761
H 6.00852 -1.55877 -0.59651 -0.364 0.816 0.096
H 3.22553 0.67590 -1.30394 0.212 -0.652 0.336
H 4.16899 -0.78887 -1.74484 -0.254 -0.068 -0.539
H 2.05285 -0.68741 0.40252 -0.060 -0.573 -0.207
H 2.26129 -3.23586 0.29930 0.477 -0.010 -0.355
H 3.85957 -2.53235 0.73138 -0.867 0.228 -0.898
H 3.53164 -2.97038 -0.98111 0.050 -0.584 -0.183
H 0.77220 -0.68678 -1.52115 0.816 -0.070 -0.129
H 0.86217 -2.20434 -1.25058 0.143 -0.648 -0.077
C 7.87670 3.88059 1.16975 3.013 0.395 -1.397
O 6.81242 4.38168 0.40468 0.036 -0.334 0.068
C 5.65256 3.56949 0.49239 -0.460 0.972 1.100
C 5.01666 3.82419 1.87422 -0.636 -0.024 -0.029
C 3.72348 3.01781 2.01353 1.539 0.445 -0.079
N 4.77368 5.26680 2.04416 -1.657 -0.917 0.772
H 7.83605 3.84718 2.25766 -0.716 0.579 0.161
H 8.77609 4.57706 0.86578 -1.536 -1.517 0.771
H 8.14701 2.81791 0.90369 -0.290 0.856 -0.193
H 4.96713 3.88116 -0.31763 0.283 -0.242 0.323
H 5.90242 2.53163 0.42476 0.224 -0.883 -0.412
H 5.71085 3.51259 2.68956 -0.255 0.104 -0.678
H 3.81911 2.08293 1.53452 0.442 -1.494 -0.280
H 2.95921 3.46139 1.45800 -1.469 1.164 -0.722
H 3.42645 2.87822 3.02047 -0.393 -0.029 1.022
H 5.47059 5.71646 1.52845 1.362 1.140 -0.769
H 3.87948 5.53855 1.61688 0.427 -0.296 0.240
C -2.95903 2.48905 6.18759 1.773 -0.374 -0.075
O -2.52382 3.03579 4.96775 0.418 0.037 -0.597
C -2.85748 4.41104 4.75926 -0.682 -0.992 0.805
C -2.49478 4.72813 3.36080 1.476 -0.142 -1.549
C -0.97789 4.99783 3.21531 -0.892 -0.966 -0.025
N -3.19922 5.83248 2.74045 -0.664 0.717 1.590
H -3.99168 2.64060 6.27074 -1.732 0.468 0.610
H -2.36797 2.97409 6.98446 -0.538 -0.432 0.197
H -2.82043 1.37594 6.20082 0.290 0.996 -0.163
H -3.91233 4.53392 4.92779 -0.837 0.132 -0.058
H -2.37152 5.04381 5.46978 0.663 0.516 0.705
H -2.75336 3.77959 2.82784 0.226 0.750 0.049
H -0.74371 4.89681 2.18396 0.412 -0.400 -1.059
H -0.41094 4.28163 3.78278 0.492 -0.180 0.283
H -0.68920 6.01046 3.42194 -0.082 0.572 0.766
H -3.28781 5.71079 1.77668 -0.346 -0.600 -1.737
H -2.67131 6.69498 2.80590 -0.020 -0.007 0.421
C -6.64468 -1.80735 0.43075 -0.342 0.434 0.086
O -6.72769 -0.37657 0.51811 1.649 -0.281 1.558
C -5.74130 0.06416 1.50886 -1.013 0.005 -1.269
C -5.95759 1.52353 1.77887 0.030 0.613 0.370
C -5.42901 2.38836 0.65559 -1.909 0.497 0.056
N -5.19058 1.82451 2.98883 -0.810 -1.918 1.763
H -7.44763 -2.24541 1.02849 -0.109 -0.089 -0.053
H -5.69650 -2.22317 0.84486 -0.474 0.355 -0.690
H -6.82408 -2.00165 -0.62724 0.302 -0.611 0.091
H -5.83152 -0.46311 2.45381 -0.213 -0.492 0.103
H -4.72637 -0.11353 1.10804 -0.249 0.051 0.178
H -6.98757 1.76632 2.01588 -0.574 -0.401 -0.573
H -5.78682 3.41530 0.77077 0.193 0.064 0.137
H -5.76985 2.08677 -0.33473 0.238 -0.349 0.087
H -4.39010 2.36220 0.77856 1.829 0.097 -0.407
H -5.04233 2.78753 3.11823 0.109 1.515 0.098
H -5.71886 1.48107 3.85012 1.021 0.618 -1.562
C 0.90879 -3.28658 3.42592 -0.694 -0.250 2.782
O -0.02350 -4.29772 3.91682 1.102 0.956 -0.249
C -1.31304 -3.97833 3.45171 -0.147 0.183 0.555
C -1.82942 -2.66749 4.08567 -1.137 -1.194 -0.164
C -1.96701 -2.87396 5.63170 -0.112 0.445 -1.029
N -3.09450 -2.33014 3.37008 -0.029 0.623 0.584
H 0.81048 -2.29802 3.98380 0.191 -1.219 -0.486
H 0.69744 -3.09473 2.41251 0.087 0.156 -1.542
H 1.88437 -3.70876 3.62932 0.286 0.117 -0.319
H -1.24548 -3.90802 2.36771 -0.452 0.200 -0.334
H -1.98206 -4.81097 3.72207 0.173 0.233 -0.103
H -1.12371 -1.88442 3.87178 0.256 0.424 0.089
H -2.78944 -3.53431 5.93707 0.028 0.148 -0.382
H -2.08136 -1.91508 6.10600 -0.379 0.510 0.265
H -1.06701 -3.27838 6.05625 0.564 -0.393 -0.037
H -3.13059 -1.32375 3.07683 0.346 -1.062 0.648
H -3.84866 -2.48466 4.03663 -0.086 0.118 -0.352
C -1.61339 1.87040 -1.04402 0.149 -1.205 0.376
O -0.75497 1.00242 -0.25945 -1.477 -0.239 0.796
C -1.53512 0.42172 0.83998 0.866 0.687 0.014
C -1.39118 1.17889 2.17047 0.759 0.659 0.454
C 0.01494 0.98487 2.78867 0.618 0.112 -1.780
N -2.42431 0.75103 3.09879 0.530 -1.333 -0.711
H -1.80099 2.81837 -0.52547 0.009 -0.078 -0.132
H -2.57998 1.34945 -1.27193 0.694 0.477 0.150
H -1.07615 2.00552 -1.97092 0.023 0.380 -0.287
H -2.57273 0.47161 0.55706 -0.596 -0.215 -0.141
H -1.27280 -0.62900 1.00026 0.229 0.120 -0.226
H -1.49228 2.25190 1.95347 0.036 0.100 -0.179
H 0.78867 1.42658 2.09637 -0.768 -0.585 0.291
H 0.21746 -0.10270 2.83363 0.065 0.495 0.459
H 0.22474 1.53247 3.70498 -0.539 -0.330 0.409
H -2.21204 0.97747 4.04677 0.303 0.309 0.352
H -3.34316 1.10685 2.90295 -0.359 0.355 -0.124